Entry 1:
2
Properties=species:S:1:pos:R:3:lowdin_charge:R:1 method="wB97M-V/def2-TZVPD" lumo_ev="-7.952 / -9.544" charge=+1 spin_multiplicity=3 gap_ha="0.34721 / 0.27920" e_above_lowest_kj_mol=3.5 e_tot_ha=-1968.11904
Ni -0.61 0.36 0.80 0.805
Cl 0.61 -0.36 -0.80 0.195

=====

Entry 2:
44
Properties=species:S:1:pos:R:3:lowdin_charge:R:1 method="wB97M-V/def2-TZVPD" lumo_ev=-0.832 gap_ha=0.23133 e_above_lowest_kj_mol=472.1 e_tot_ha=-1033.99465
O 2.97 0.04 2.92 -0.100
O 10.23 1.88 3.09 -0.132
N 7.49 1.26 3.06 -0.097
N -3.67 -0.16 2.29 0.116
C 8.43 0.28 3.56 -0.125
C 3.75 -3.15 6.17 -0.070
C -2.50 -0.11 2.25 -0.211
C 3.71 -0.85 5.36 -0.208
C 9.29 2.91 2.82 -0.180
C 5.57 0.17 4.04 -0.061
C 2.32 -1.51 7.26 -0.073
C 9.79 0.53 2.92 -0.176
C 4.19 -2.17 5.28 -0.027
C 4.20 0.22 4.46 -0.037
C 1.06 -1.23 2.33 -0.017
C -0.39 1.18 2.21 -0.057
C -1.06 -0.06 2.23 -0.269
C 1.74 0.02 2.55 -0.382
C 2.81 -2.82 7.17 -0.078
C 7.99 2.38 2.25 -0.117
C -0.32 -1.27 2.24 -0.054
C 0.99 1.23 2.31 -0.023
C 2.77 -0.53 6.36 -0.020
C 6.17 1.18 3.32 -0.039
H 1.68 -2.12 2.30 0.108
H 8.15 2.06 1.21 0.135
H 3.78 1.21 4.61 0.133
H 8.54 0.33 4.66 0.145
H 1.63 -1.22 8.05 0.110
H 2.48 -3.57 7.88 0.104
H -0.84 -2.23 2.16 0.119
H 4.16 -4.16 6.12 0.103
H 8.09 -0.73 3.31 0.130
H 4.92 -2.42 4.51 0.114
H 6.15 -0.71 4.34 0.092
H 5.57 2.02 2.94 0.148
H 9.73 0.26 1.85 0.129
H 9.10 3.46 3.76 0.130
H 7.23 3.17 2.27 0.127
H 2.42 0.50 6.42 0.121
H 1.55 2.16 2.24 0.103
H 9.79 3.58 2.11 0.131
H 10.58 -0.06 3.41 0.137
H -0.98 2.11 2.09 0.118

=====

Entry 3:
7
Properties=species:S:1:pos:R:3:lowdin_charge:R:1 method="wB97M-V/def2-TZVPD" lumo_ev=2.372 charge=-1 gap_ha=0.20531 e_above_lowest_kj_mol=117.3 e_tot_ha=-3720.84453
Br -2.48 -1.03 -0.17 0.252
Cl -2.74 2.04 -0.30 0.353
S 1.13 -0.94 -0.14 0.882
F -0.63 0.84 0.50 -0.357
O 2.16 0.05 0.11 -0.446
O 1.49 -2.35 0.25 -0.477
C -1.55 0.76 -0.54 -1.207